P) This record from the OMol25 dataset describes C6H14NO as an isolated structure. The level of theory is ωB97M-V/def2-TZVPD.

Geometry as XYZ:
```
22
Properties=species:S:1:pos:R:3:mulliken_charge:R:1
C -4.08483 0.30872 -0.23776 -0.32
O -3.08658 -0.56723 -0.14289 -0.80
C -5.49545 -0.39124 0.20039 -1.10
C 3.79404 -0.37415 0.80982 -0.37
C 4.57795 -0.18336 -0.36335 -0.50
C 3.02848 0.86482 0.11479 -0.53
N 1.87909 0.26988 -0.74497 -0.43
C 0.86658 -0.42195 0.07222 -0.67
H -4.24647 0.72585 -1.25839 0.20
H -3.98842 1.06152 0.58630 0.16
H -6.39551 0.24976 0.26189 0.35
H -5.27186 -0.78348 1.18996 0.25
H -5.71355 -1.20713 -0.49419 0.27
H 4.34512 -0.11780 1.71529 0.12
H 5.19284 0.70320 -0.59072 0.39
H 4.51051 -0.91032 -1.17721 0.25
H 2.45346 1.39415 0.88588 0.44
H 3.49704 1.59262 -0.58122 0.28
H 2.41970 -0.48549 -1.11032 0.23
H 0.87964 -0.03015 1.09459 0.24
H -0.14141 -0.20066 -0.29192 0.33
H 0.97964 -1.49757 0.06181 0.22
```

Values from the calculation:
HOMO: -1.9705 eV
frontier orbital gap: 0.1293 hartree
charge: -1
molecular weight: 116.18 g/mol
E_LUMO: 1.5 eV



Q) This record from the OMol25 dataset describes an isolated ion of composition C6H14NO and charge -1. The level of theory is ωB97M-V/def2-TZVPD.

Geometry as XYZ:
```
22
Properties=species:S:1:pos:R:3:mulliken_charge:R:1
C -0.87283 2.15350 -2.69828 -1.31
C -0.97467 1.38686 -1.12577 -0.42
C -0.19052 0.08308 -1.23178 -0.93
C 0.21178 -0.30999 0.14841 0.04
C 0.96624 -1.82632 0.16078 -0.34
O 1.83398 -1.79261 1.10318 -0.84
N -0.85670 0.04413 1.27577 -0.36
C -0.02829 0.01258 2.46995 -0.77
H -1.41272 2.97335 -2.65351 0.51
H -1.29210 1.38190 -3.31066 0.33
H 0.12516 2.54046 -2.95071 0.29
H -1.93595 1.26844 -0.76844 0.42
H -0.52709 2.20831 -0.40550 0.21
H -0.65582 -0.60767 -1.83081 0.40
H 0.88692 0.20080 -1.83287 0.21
H 1.16574 0.27579 0.25457 0.15
H 1.17451 -2.01466 -0.99902 0.17
H 0.17904 -2.58126 0.57993 0.11
H -1.52341 -0.85916 1.37362 0.30
H 0.85367 -0.63345 2.37086 0.32
H 0.16684 1.25022 2.74598 0.14
H -0.55003 -0.36935 3.33086 0.36
```

Values from the calculation:
HOMO: -2.3200 eV
structure (SMILES): CCC[C@H](C[O-])NC
frontier orbital gap: 0.2248 hartree
charge: -1
molecular weight: 116.18 g/mol
E_LUMO: 3.8 eV



R) This record from the OMol25 dataset describes an isolated ion of composition C6H14NO and charge -1. The level of theory is ωB97M-V/def2-TZVPD.

Geometry as XYZ:
```
22
Properties=species:S:1:pos:R:3:mulliken_charge:R:1
C -1.57885 -0.96459 2.20556 -0.96
C -1.75908 -0.87635 0.60468 -0.04
C -1.38743 0.54808 0.10549 -0.84
N 0.06171 0.65229 0.22788 -0.31
C 0.83673 0.34681 -0.98558 0.42
C 1.58019 -1.00621 -0.77905 -1.67
C 1.88918 1.51317 -1.32677 -0.71
O 1.25968 2.63254 -1.58139 -0.85
H -0.59608 -1.34781 2.32979 0.28
H -2.31447 -1.61721 2.68716 0.31
H -1.75015 0.13815 2.59844 0.21
H -0.88147 -1.44841 0.45259 -0.14
H -2.67403 -1.34743 0.24100 0.47
H -1.88473 1.43769 0.77278 0.32
H -1.69892 0.79762 -0.88477 0.42
H 0.32191 1.60299 0.55219 0.28
H -0.03186 0.06288 -1.83971 0.12
H 2.51745 -0.85765 -0.14935 0.21
H 2.09070 -1.34444 -1.63878 0.46
H 0.91827 -1.77484 -0.59851 0.53
H 2.34880 1.29717 -2.39941 0.25
H 2.73243 1.55553 -0.59423 0.23
```

Values from the calculation:
HOMO: -2.1588 eV
structure (SMILES): CCCN[C@H](C)C[O-]
frontier orbital gap: 0.2173 hartree
charge: -1
molecular weight: 116.18 g/mol
E_LUMO: 3.8 eV



S) This record from the OMol25 dataset describes an isolated ion of composition C6H14NO and charge -1. The level of theory is ωB97M-V/def2-TZVPD.

Geometry as XYZ:
```
22
Properties=species:S:1:pos:R:3:mulliken_charge:R:1
C 0.91669 2.42377 -0.81598 -1.22
C 0.06107 1.14294 -0.65486 0.70
C -1.38229 1.34618 -0.45205 -1.23
C 0.59393 0.50560 0.66989 -1.67
C -0.14922 -0.82231 1.15551 -0.47
N 0.52606 -2.02060 0.79349 -0.54
C -0.19388 -3.26577 0.02377 -0.19
O 0.59396 -3.45009 -0.92704 -0.85
H 1.33351 2.67859 0.12286 0.31
H 1.79125 2.19235 -1.44513 0.30
H 0.10868 3.16245 -1.17239 0.31
H 0.27791 0.73728 -1.61260 0.33
H -1.56538 2.05687 -1.33029 0.39
H -1.48757 1.66242 0.59534 0.28
H -1.97952 0.38458 -0.55074 0.27
H 0.56403 1.19914 1.47796 0.47
H 1.55194 0.26744 0.52055 0.70
H -0.20911 -0.90336 2.24391 0.28
H -1.11762 -0.61082 0.86317 0.30
H 1.21481 -1.85528 0.12653 0.20
H -0.32290 -4.07123 0.71169 0.24
H -1.12632 -2.76015 -0.34360 0.09
```

Values from the calculation:
HOMO: -2.2800 eV
structure (SMILES): CC(C)CCNC[O-]
frontier orbital gap: 0.2151 hartree
charge: -1
molecular weight: 116.18 g/mol
E_LUMO: 3.6 eV



R) is preferred energetically. Next in line: 24.2 kJ/mol higher.



P) This record from the OMol25 dataset describes an isolated ion of composition C6H14NO and charge -1. The level of theory is ωB97M-V/def2-TZVPD.

Geometry as XYZ:
```
22
Properties=species:S:1:pos:R:3:mulliken_charge:R:1
C -2.03899 0.75249 -1.71277 -1.62
C -0.90696 -0.02847 -1.04643 0.82
C -1.25322 -1.56586 -1.14849 -1.51
C -0.74964 0.21898 0.43626 -1.12
C 0.68009 -0.17335 0.96302 -0.64
N 1.54640 0.98074 1.13659 -0.41
C 2.89475 0.55968 1.82368 -0.22
O 3.90537 0.41653 0.99580 -0.87
H -2.08837 0.61046 -2.78567 0.39
H -3.02225 0.51992 -1.28810 0.32
H -1.81180 1.81535 -1.53719 0.39
H 0.01679 0.10202 -1.62481 0.32
H -0.96865 -1.96820 -2.10592 0.40
H -2.30749 -1.80155 -1.01619 0.36
H -0.71645 -2.07430 -0.34749 0.39
H -1.48987 -0.35266 1.00651 0.26
H -0.84715 1.24993 0.79671 0.50
H 0.56695 -0.60941 1.96443 0.43
H 1.07535 -0.95526 0.29001 0.20
H 1.79815 1.29874 0.20304 0.24
H 3.06829 1.35965 2.57250 0.23
H 2.64870 -0.35545 2.42454 0.13
```

Values from the calculation:
HOMO: -2.3228 eV
structure (SMILES): CC(C)CCNC[O-]
frontier orbital gap: 0.2118 hartree
charge: -1
molecular weight: 116.18 g/mol
E_LUMO: 3.4 eV



Q) This record from the OMol25 dataset describes an isolated ion of composition C6H14NO and charge -1. The level of theory is ωB97M-V/def2-TZVPD.

Geometry as XYZ:
```
22
Properties=species:S:1:pos:R:3:mulliken_charge:R:1
C -0.10041 -2.14541 0.26820 -1.29
O 0.23530 -2.04521 1.97264 -0.73
C -0.30165 -1.08456 -0.92809 0.96
C 0.74797 0.04077 -0.96436 -0.95
C 1.18621 0.70884 0.36915 -0.61
C 0.01110 1.31433 1.17117 -0.29
C -0.77897 2.34445 0.36988 -1.15
N -0.44039 -1.74648 -2.18948 -1.14
H 0.97656 -2.29050 0.38376 0.27
H -0.31723 -3.12320 -0.24398 0.64
H -1.22764 -0.59492 -0.56200 0.15
H 1.69863 -0.26921 -1.42752 0.29
H 0.43073 0.83514 -1.65298 0.23
H 1.89900 1.52792 0.23294 0.48
H 1.63912 -0.08235 0.96906 0.24
H 0.38147 1.72785 2.10801 0.40
H -0.65645 0.49458 1.43886 0.15
H -1.59213 2.89311 0.88421 0.34
H -0.17822 3.16990 -0.02314 0.29
H -1.17299 1.85195 -0.53720 0.26
H -1.38655 -1.45436 -2.44197 0.18
H -1.05348 -2.07264 0.80284 0.28
```

Values from the calculation:
HOMO: -2.5090 eV
frontier orbital gap: 0.2275 hartree
charge: -1
molecular weight: 116.18 g/mol
E_LUMO: 3.7 eV



R) This record from the OMol25 dataset describes an isolated ion of composition C6H14NO and charge -1. The level of theory is ωB97M-V/def2-TZVPD.

Geometry as XYZ:
```
22
Properties=species:S:1:pos:R:3:mulliken_charge:R:1
C 0.74919 0.88829 2.55778 -1.30
C 0.14912 -0.11956 1.55335 -0.40
N -0.00477 0.45434 0.23918 0.16
C 1.26374 0.75387 -0.42328 -1.33
C -0.85145 -0.39041 -0.62053 0.02
C -0.20561 -1.69437 -1.11059 -1.28
C -1.32795 0.43828 -1.91600 -0.58
O -2.59955 0.05767 -2.21784 -0.92
H 1.83425 0.80921 2.51387 0.28
H 0.37869 1.89472 2.36033 0.33
H 0.33577 0.71455 3.55443 0.42
H 0.68180 -1.08010 1.61676 0.30
H -0.84159 -0.35229 1.95767 0.38
H 1.53645 1.77313 -0.15105 0.35
H 2.05190 -0.00050 -0.32822 0.32
H 0.97302 0.78698 -1.47328 0.51
H -1.85133 -0.60285 -0.24889 0.34
H -0.10892 -2.34956 -0.23398 0.34
H -0.91886 -2.17451 -1.77893 0.47
H 0.78849 -1.53836 -1.52624 0.23
H -0.67793 0.24948 -2.79667 0.14
H -1.35446 1.48199 -1.52788 0.22
```

Values from the calculation:
HOMO: -2.0664 eV
structure (SMILES): CCN(C)[C@H](C)C[O-]
frontier orbital gap: 0.2109 hartree
charge: -1
molecular weight: 116.18 g/mol
E_LUMO: 3.7 eV



S) This record from the OMol25 dataset describes an isolated ion of composition C6H14NO and charge -1. The level of theory is ωB97M-V/def2-TZVPD.

Geometry as XYZ:
```
22
Properties=species:S:1:pos:R:3:mulliken_charge:R:1
C -0.46553 1.69966 1.01402 -1.58
C -0.39045 1.03111 -0.34839 0.59
C 0.88097 1.66615 -1.12193 -1.72
C -0.50731 -0.52434 -0.22065 -0.62
C -1.58160 -0.99233 0.69295 -1.29
N 0.85998 -0.91426 0.09677 0.03
C 1.39125 -2.28199 -0.49602 -0.46
O 1.05998 -3.36067 0.12120 -0.82
H -0.08331 1.07380 1.78731 0.37
H 0.17545 2.52970 1.27228 0.45
H -1.46841 2.08631 1.29698 0.25
H -1.36228 1.20188 -0.97083 0.34
H 1.18307 1.19923 -2.05464 0.37
H 1.68595 1.72913 -0.42213 0.38
H 0.71824 2.70042 -1.11095 0.54
H -0.78873 -0.88670 -1.16216 0.67
H -1.73001 -2.06626 0.58577 0.38
H -2.51108 -0.29902 0.37898 0.25
H -1.43208 -0.74848 1.76103 0.23
H 1.03012 -0.57384 1.15360 0.25
H 0.90000 -2.22095 -1.55476 0.11
H 2.43576 -2.04856 -0.69844 0.29
```

Values from the calculation:
HOMO: -2.4137 eV
structure (SMILES): CC(C)[C@H](C)NC[O-]
frontier orbital gap: 0.2230 hartree
charge: -1
molecular weight: 116.18 g/mol
E_LUMO: 3.7 eV



P) is preferred energetically. Next in line: 72.3 kJ/mol higher.



P) This record from the OMol25 dataset describes C6H14NO as an isolated structure. The level of theory is ωB97M-V/def2-TZVPD.

Geometry as XYZ:
```
22
Properties=species:S:1:pos:R:3:mulliken_charge:R:1
C -3.95686 0.97782 0.04045 -1.08
C -2.69753 0.72285 0.84619 -0.24
N -1.79886 -0.13697 0.19207 -0.76
C -0.57086 -0.12595 0.90253 -0.60
C 3.03633 -0.43985 -1.93368 -1.24
C 2.37660 -1.17009 -0.76297 0.00
C 2.87860 -0.67127 0.53094 0.03
O 2.71241 -0.94852 1.68747 -0.53
H -3.89273 1.54489 -0.89181 0.29
H -4.70260 1.48673 0.67674 0.33
H -4.42602 0.01118 -0.18645 0.29
H -3.03744 0.44960 1.88189 0.14
H -2.20830 1.73354 0.99332 0.15
H -0.71455 -0.43883 1.96554 0.25
H -0.06158 0.87691 0.97092 0.19
H 0.12211 -0.86038 0.49407 0.11
H 2.56009 0.53127 -2.07494 0.33
H 2.99624 -0.99587 -2.87104 0.33
H 4.07801 -0.20307 -1.68140 0.32
H 2.02051 -2.18379 -0.83949 0.47
H 3.56746 0.18476 0.32188 0.26
H 1.71896 -0.34495 -0.26221 -0.03
```

Values from the calculation:
HOMO: -1.1676 eV
frontier orbital gap: 0.1649 hartree
charge: -1
molecular weight: 116.18 g/mol
E_LUMO: 3.3 eV



Q) This record from the OMol25 dataset describes a 2-piece molecular cluster, C6H14NO overall. The level of theory is ωB97M-V/def2-TZVPD.

Geometry as XYZ:
```
22
Properties=species:S:1:pos:R:3:mulliken_charge:R:1
C -4.00523 -0.57778 0.26608 -0.69
N -3.41954 0.35526 -0.68002 -0.66
C -2.06901 0.15138 -0.72121 0.05
C -1.07361 -0.07990 0.29659 -0.29
C 0.33564 0.19587 -0.05181 -0.45
C 1.34991 -0.28208 1.00336 -0.83
C 3.96739 0.75408 -0.58768 -0.48
O 3.94937 -0.53228 -0.22531 -0.87
H -3.53467 -0.49009 1.28890 0.21
H -5.18464 -0.38162 0.34189 0.24
H -3.56583 -1.63978 0.02947 0.20
H -1.62739 0.96165 -1.38272 0.33
H 2.97667 1.13801 -1.12554 -0.02
H -1.51795 -0.93053 -0.85806 0.25
H -1.29245 -0.86845 1.14160 0.25
H 0.57832 -0.32399 -0.95278 0.31
H 0.61407 1.26500 -0.31148 0.35
H 1.29880 0.36682 1.90814 0.30
H 2.31447 -0.21557 0.48447 0.06
H 1.13677 -1.36548 1.07865 0.36
H 3.91008 1.50466 0.29295 0.10
H 4.85885 0.99485 -1.23549 0.27
```

Values from the calculation:
HOMO: -2.6900 eV
frontier orbital gap: 0.1937 hartree
charge: -1
molecular weight: 116.18 g/mol
E_LUMO: 2.6 eV



P) is preferred energetically. Next in line: 228.0 kJ/mol higher.